[1]
H2P4S3 | ωB97M-V/def2-TZVPD

The geometry in ORCA input format:
```
! wB97M-V def2-TZVPD RIJCOSX def2/J DEFGRID3
* xyz 0 1
P 1.74426 -1.24934 0.23341
P 0.23274 1.75482 -0.06007
P -0.06914 -0.33196 -0.69779
P -3.00318 0.74047 -0.27252
S 1.56032 -3.10248 -0.23175
S -1.90536 2.40237 0.05766
S -1.75586 -0.73262 0.57086
H 2.62129 -0.62035 -0.77259
H 0.57493 1.13911 1.17278
*
```

Computed properties:
LUMO energy (alpha / beta) in eV: -1.7 / -2.7
Largest force on an atom in eV/A: 1.9
Energy above the lowest of the compared OMol25 structures with the same formula, charge and spin in kJ/mol: 240.3
Kohn-Sham gap (alpha / beta) in eV: 6.95 / 5.36



[2]
C23H22CuN5O | ωB97M-V/def2-TZVPD

The geometry in ORCA input format:
```
! wB97M-V def2-TZVPD RIJCOSX def2/J DEFGRID3
* xyz -1 2
Cu 1.81358 -12.64765 -10.79769
C -0.12998 -12.29760 -14.42094
C 0.29897 -13.43574 -15.17572
C 0.89883 -14.47729 -14.49344
C 1.42842 -14.28881 -13.17720
N 1.15603 -13.08304 -12.52009
C 0.33140 -12.16614 -13.09957
N 1.93874 -15.41990 -12.62895
C 2.63266 -15.69652 -11.56766
N 3.28506 -14.73015 -10.70898
C 3.08404 -15.10117 -9.37080
N 2.85832 -14.31886 -8.37994
C 2.62255 -12.98929 -8.16530
C 2.68793 -12.57509 -6.79029
C 2.29564 -11.29824 -6.40734
C 1.83136 -10.45403 -7.45759
C 1.82806 -10.86338 -8.75562
N 2.19377 -12.13755 -9.11503
C 2.72917 -16.51962 -9.39874
C 2.37333 -17.37322 -8.38599
C 1.81531 -18.63543 -8.66826
C 1.43896 -19.01224 -9.96075
C 1.78203 -18.13137 -11.03849
C 2.45617 -16.92672 -10.75971
H -0.60298 -11.43694 -14.89770
H 0.16614 -13.48734 -16.26335
H 0.98158 -15.52159 -14.87753
H 0.00112 -11.27478 -12.47279
H 3.08804 -13.33031 -6.08757
H 2.46441 -10.86081 -5.42068
H 1.54710 -9.43656 -7.21151
H 1.60630 -10.24287 -9.55564
H 2.65082 -17.10959 -7.32869
H 1.69620 -19.34945 -7.83209
H 0.89651 -19.97644 -10.08322
H 1.58598 -18.35898 -12.05721
C 4.08129 -5.71677 -9.34795
C 2.88263 -5.29452 -10.32191
C 2.02913 -6.62062 -10.34217
O 2.30455 -7.36129 -9.13468
C 3.41050 -6.82791 -8.45747
H 4.45010 -4.92769 -8.66205
H 4.94793 -6.20056 -9.86551
H 3.10257 -4.98934 -11.34477
H 2.27633 -4.53705 -9.76411
H 2.24848 -7.33289 -11.18135
H 0.96884 -6.46694 -10.31638
H 4.13484 -7.67687 -8.27704
H 3.06931 -6.43078 -7.48106
C 3.58605 -13.40231 -11.14260
H 3.75119 -13.32152 -12.20678
H 4.34737 -13.03314 -10.48353
*
```

Computed properties:
LUMO energy (alpha / beta) in eV: 2.5 / 2.5
Largest force on an atom in eV/A: 3.1
Energy above the lowest of the compared OMol25 structures with the same formula, charge and spin in kJ/mol: 172.6
Kohn-Sham gap (alpha / beta) in eV: 4.15 / 4.79



[3]
C4H9N2O2 | ωB97M-V/def2-TZVPD

The geometry in ORCA input format:
```
! wB97M-V def2-TZVPD RIJCOSX def2/J DEFGRID3
* xyz 0 2
C 0.16695 0.09613 0.71007
N 0.96481 1.17824 1.21644
C 2.32280 1.23315 1.21142
O 2.95701 2.26190 1.25744
C -0.58060 0.56196 -0.54482
N -1.29712 -0.39269 -1.40814
C -1.46292 -1.74695 -0.92171
O -0.39227 -2.41917 -0.47420
H -0.59715 -0.20640 1.44556
H 0.75131 -0.79096 0.52156
H 0.47456 2.03799 1.41544
H 2.79725 0.23446 1.23643
H 0.09607 1.18419 -1.13819
H -1.31685 1.30516 -0.20397
H -0.79007 -0.48314 -2.28135
H -1.79356 -2.31214 -1.82550
H -2.30023 -1.74173 -0.21650
*
```

Computed properties:
LUMO energy (alpha / beta) in eV: 0.7 / -2.0
Largest force on an atom in eV/A: 1.2
Energy above the lowest of the compared OMol25 structures with the same formula, charge and spin in kJ/mol: 81.6
Kohn-Sham gap (alpha / beta) in eV: 10.27 / 7.51



[4]
C22H43FI2NO7P | ωB97M-V/def2-TZVPD

The geometry in ORCA input format:
```
! wB97M-V def2-TZVPD RIJCOSX def2/J DEFGRID3
* xyz 0 1
C 2.31386 -5.66443 -1.42230
C 1.03112 -4.84506 -1.30294
O 1.26399 -3.54169 -1.80674
C 0.22843 -2.62626 -1.52758
C 0.56335 -1.83940 -0.26753
O -0.27457 -0.69103 -0.27977
C -0.21934 0.27952 0.72388
C 0.65210 -0.13839 1.89621
C 0.71500 0.79674 3.11289
C -0.41122 0.62918 4.11261
F -0.56220 -0.72153 4.43563
O -1.54197 0.49025 1.25669
C -2.67321 0.07872 0.47358
C -3.01824 -1.41233 0.63223
C -2.56315 -2.04020 1.96231
C -3.47082 -3.15581 2.37927
O -3.78429 -4.06125 1.65480
O -3.95274 -3.05176 3.65649
C -3.80569 1.00671 0.93444
I -5.39166 0.95251 -0.49123
C -4.26487 0.82947 2.38485
C -5.42381 -0.13710 2.68656
C 0.15221 1.63868 0.00453
I 2.28416 2.03947 0.10633
N -0.40845 1.61067 -1.32687
C 0.39173 1.19151 -2.48211
C 1.12106 2.33457 -3.22063
C 2.58082 2.03193 -3.59829
C 3.49449 3.24666 -3.43376
C 4.98125 2.91432 -3.55826
O 5.75882 3.64858 -2.62549
C 6.32355 2.89544 -1.57614
P -0.67960 3.11140 0.79371
O 0.03239 4.40213 0.62583
H 3.09898 -5.02882 -1.83046
H 2.64646 -6.04175 -0.45797
H 2.19208 -6.50721 -2.09994
H 0.21695 -5.32282 -1.85931
H 0.70298 -4.80547 -0.25776
H 0.10002 -1.94559 -2.36930
H -0.72170 -3.15556 -1.39147
H 1.62140 -1.56970 -0.29753
H 0.37837 -2.46581 0.60756
H 0.25443 -1.08610 2.26017
H 1.66841 -0.33266 1.56803
H 0.80891 1.84814 2.84417
H 1.64689 0.55281 3.63027
H -1.36113 1.00554 3.73224
H -0.17948 1.17307 5.03089
H -2.50262 0.29075 -0.58020
H -2.52952 -1.95053 -0.17663
H -4.08551 -1.56182 0.47961
H -1.59539 -2.52139 1.81025
H -2.43041 -1.31750 2.75912
H -3.63228 -3.79316 4.18530
H -3.43161 2.02310 0.83463
H -4.55343 1.81938 2.74342
H -3.39766 0.54109 2.98077
H -5.18205 -0.74372 3.56080
H -5.62927 -0.82800 1.87248
H -6.33127 0.41040 2.93258
H -0.78957 2.52331 -1.55342
H -0.31630 0.73000 -3.17631
H 1.07603 0.39218 -2.20166
H 0.55160 2.58604 -4.11620
H 1.10972 3.21354 -2.56999
H 2.60782 1.73464 -4.65126
H 2.95975 1.19454 -3.00994
H 3.19790 4.01067 -4.15542
H 3.33633 3.67764 -2.44302
H 5.35304 3.17600 -4.55093
H 5.12593 1.84110 -3.40297
H 6.40808 3.54325 -0.70324
H 7.32380 2.53745 -1.83901
H 5.69299 2.04232 -1.30798
H -1.91617 3.10696 0.12301
H -0.93595 2.80143 2.13339
*
```

Computed properties:
LUMO energy in eV: 0.2
Largest force on an atom in eV/A: 1.0
Kohn-Sham gap in eV: 9.48



[5]
C11H24N3S | ωB97M-V/def2-TZVPD

The geometry in ORCA input format:
```
! wB97M-V def2-TZVPD RIJCOSX def2/J DEFGRID3
* xyz 1 1
C -0.70480 -3.75629 -0.08635
H -0.28358 -3.45031 -1.04216
H -0.55124 -4.82632 0.01753
C -2.19647 -3.44527 -0.02909
C -2.52408 -1.97678 -0.30723
H -2.04159 -1.66731 -1.23720
C -2.07734 -1.06209 0.84025
N -2.32941 0.33152 0.53042
C -1.57440 1.29963 0.01967
S -2.13874 2.73712 -0.51597
N -0.09495 1.15720 -0.03760
H 0.18868 2.06668 -0.44029
C 0.43302 0.12311 -0.96696
C 1.94019 0.31369 -1.10250
N 2.54980 0.17054 0.20342
C 2.08550 1.22796 1.07670
C 0.58110 1.07299 1.28391
H 0.37648 0.10408 1.73681
H 0.19056 1.86361 1.92670
H 2.58034 1.13546 2.04453
H 2.30428 2.23590 0.67728
C 4.00313 0.04432 0.16049
C 4.43513 -1.30722 -0.39198
H 5.49936 -1.43865 -0.22211
H 3.90197 -2.10535 0.11680
H 4.25780 -1.38873 -1.46084
H 4.35967 0.13011 1.18819
H 4.45672 0.85761 -0.42570
H 2.32891 -0.46064 -1.76286
H 2.15642 1.29682 -1.56142
H 0.23414 -0.86787 -0.56332
H -0.06464 0.23746 -1.93150
H -3.31624 0.56799 0.50886
H -2.65380 -1.30398 1.73681
H -1.02596 -1.22176 1.06674
H -3.60132 -1.86929 -0.44204
H -2.59392 -3.72775 0.94669
H -2.70646 -4.05032 -0.77905
H -0.15531 -3.26964 0.71680
*
```

Computed properties:
LUMO energy in eV: -3.2
Largest force on an atom in eV/A: 1.0
Energy above the lowest of the compared OMol25 structures with the same formula, charge and spin in kJ/mol: 81.4
Kohn-Sham gap in eV: 9.41



[6]
C12H31AsF6N2O6Zn | ωB97M-V/def2-TZVPD

The geometry in ORCA input format:
```
! wB97M-V def2-TZVPD RIJCOSX def2/J DEFGRID3
* xyz 0 1
Zn -0.32985 0.71326 0.16140
O -0.10594 1.73401 -1.43974
H -0.02564 1.96317 -2.38608
As -0.21282 -0.87013 3.55681
F -0.68930 -0.48394 1.82799
F -0.89888 -2.47212 3.38657
F 0.17977 -1.09708 5.33059
F 0.44093 0.79635 3.50046
F -1.84924 -0.26350 4.09240
F 1.38865 -1.49565 2.99664
C -2.00172 3.80998 2.57175
C -1.78075 2.47708 2.03213
C -2.78670 2.05798 0.95981
O -2.37268 0.93654 0.19885
C -3.54780 0.26669 -0.35316
N -0.42938 2.51200 1.48788
H -2.99946 3.81432 3.01062
H -1.87760 4.55764 1.78836
H -1.31401 4.10338 3.36489
H -1.87470 1.68328 2.77317
H -3.00013 2.88034 0.27697
H -3.69814 1.83307 1.51370
H -4.07330 -0.25585 0.44616
H -3.37551 -0.51249 -1.09566
H -4.24391 1.02063 -0.72072
H 0.17364 2.81648 2.23872
H -0.48531 3.28293 0.83777
C 4.00611 1.00047 0.65158
C 2.69055 0.88753 -0.18837
C 2.73574 -0.23531 -1.31332
O 3.14904 -1.46831 -0.75064
C 3.32037 -2.55464 -1.65649
N 1.58996 0.47499 0.73355
H 3.97049 1.66450 1.51524
H 4.75058 1.43946 -0.01263
H 4.35201 0.01726 0.97055
H 2.46082 1.82051 -0.70304
H 3.49779 0.11049 -2.01175
H 1.81067 -0.39250 -1.86797
H 3.92766 -2.35924 -2.54029
H 2.31615 -2.77307 -2.01971
H 3.73554 -3.45188 -1.19746
H 2.00513 -0.41506 0.96923
H 1.86249 1.01794 1.54041
C -1.48945 -1.25656 -4.82978
C -0.85947 -0.88018 -3.49407
O -0.77659 -2.12523 -2.82841
C -0.59737 -2.12649 -1.47352
O -0.65079 -1.16391 -0.74030
O -0.23305 -3.33429 -1.08672
C 0.03803 -3.62093 0.26875
H -0.73984 -1.67040 -5.50427
H -1.86652 -0.41354 -5.40876
H -2.33876 -1.93817 -4.78305
H -1.46956 -0.19074 -2.91051
H 0.19249 -0.61648 -3.60337
H 1.05249 -3.34770 0.55914
H 0.04777 -4.70245 0.40415
H -0.70071 -3.20442 0.95349
*
```

Computed properties:
LUMO energy in eV: 0.3
Largest force on an atom in eV/A: 3.3
Energy above the lowest of the compared OMol25 structures with the same formula, charge and spin in kJ/mol: 111.9
Kohn-Sham gap in eV: 9.14



[7]
C26H33NO2S | ωB97M-V/def2-TZVPD

The geometry in ORCA input format:
```
! wB97M-V def2-TZVPD RIJCOSX def2/J DEFGRID3
* xyz 0 1
C -0.17511 3.18911 -6.86019
O 0.36174 3.60788 -5.58595
C -0.01151 2.96686 -4.44545
C 0.72369 3.29997 -3.28841
C 0.54764 2.58402 -2.11973
C -0.42039 1.57014 -2.05643
C -0.58444 0.69328 -0.81179
C -0.82748 -0.76942 -0.99565
C -1.10553 -1.61151 0.17227
N 0.12075 -2.22916 0.86662
C 1.41366 -1.47589 0.59059
C 2.57765 -2.17350 1.28283
C 2.07316 -3.34568 2.12953
C 1.02266 -2.81427 3.11697
C -0.15457 -2.21917 2.36287
C 1.37994 -4.35585 1.20325
C 0.27795 -3.67462 0.40593
C -0.78631 -1.51697 -2.26708
C -2.12056 -1.84723 -2.92983
O 0.26253 -1.98270 -2.74275
C -1.25671 1.37455 -3.14010
C -1.07238 2.04161 -4.34436
H 0.37749 3.79070 -7.58454
H 0.01450 2.11932 -7.04201
H -1.24927 3.42111 -6.91560
H 1.43203 4.11789 -3.36605
H 1.18574 2.79506 -1.26047
H 0.29685 0.81212 -0.16900
H -1.62770 -1.00945 0.93328
H -1.77345 -2.45356 -0.09854
H 1.53959 -1.44207 -0.49938
H 1.26902 -0.45547 0.96658
H 3.28725 -2.51367 0.52051
H 3.09465 -1.43737 1.90510
H 2.90151 -3.81752 2.66569
H 0.64640 -3.61989 3.75675
H 1.45539 -2.05068 3.77257
H -0.34477 -1.17573 2.64378
H -1.07694 -2.79256 2.51948
H 2.09369 -4.80813 0.50502
H 0.92871 -5.16947 1.78374
H -0.69505 -4.15967 0.56261
H 0.48780 -3.63615 -0.67065
H -2.94291 -1.23017 -2.54296
H -2.02586 -1.67760 -4.01177
H -2.36977 -2.91020 -2.76471
H -2.06094 0.64873 -3.06322
H -1.75715 1.86162 -5.17143
C 0.63290 2.92472 5.42459
C -0.02866 2.56157 4.12699
C -1.04864 1.60773 4.09798
C -1.64367 1.23620 2.89957
C -1.20426 1.81884 1.69122
S -1.96776 1.33304 0.17083
C -0.23365 2.83528 1.72985
C 0.37641 3.16893 2.93796
H 1.41970 3.66550 5.25404
H -0.09057 3.33973 6.13695
H 1.09121 2.04933 5.90014
H -1.38134 1.15634 5.03096
H -2.46781 0.52404 2.88055
H 0.02864 3.35641 0.81242
H 1.18431 3.90370 2.98805
*
```

Computed properties:
LUMO energy in eV: 0.4
Largest force on an atom in eV/A: 2.9
Kohn-Sham gap in eV: 5.85



[8]
C6H24BrO9 | ωB97M-V/def2-TZVPD

The geometry in ORCA input format:
```
! wB97M-V def2-TZVPD RIJCOSX def2/J DEFGRID3
* xyz -1 1
Br 2.67027 -1.13438 0.09399
C 0.22615 0.90028 6.88950
C 0.86283 -0.37456 6.17282
O 0.09655 -0.85754 5.08389
O -0.93438 0.64465 7.53365
H 0.07348 1.73305 6.20299
H 0.98438 1.34881 7.53137
H 0.99149 -1.07754 6.99584
H 1.81906 -0.08191 5.73915
H 0.54690 -0.74149 4.24407
H -1.24805 1.49027 7.86250
C -4.63009 -2.34878 -3.41715
C -3.39668 -2.31731 -2.54262
O -2.23360 -2.63745 -3.25940
O -4.59372 -1.23854 -4.28132
H -5.55876 -2.22231 -2.86066
H -4.67745 -3.29534 -3.95555
H -3.52893 -3.02071 -1.72053
H -3.25212 -1.31801 -2.13201
H -1.50645 -2.08408 -2.96507
H -3.71216 -1.29910 -4.65653
C -1.50326 5.10434 -3.27561
C -1.18106 3.67916 -2.83939
O 0.16401 3.56668 -2.39403
O -1.00421 5.27949 -4.60432
H -1.03366 5.84038 -2.62304
H -2.57577 5.29048 -3.33185
H -1.54590 3.02665 -3.63262
H -1.81526 3.39675 -1.99907
H 0.31161 2.70838 -1.99011
H -1.44571 4.61911 -5.14337
O 2.12709 -6.50207 -0.42584
H 2.70604 -6.94534 -1.04597
H 2.28269 -5.56971 -0.57659
O 6.64979 -2.88181 -2.86386
H 6.02054 -2.17427 -3.00411
H 6.10991 -3.64861 -2.67213
O 5.85857 1.45461 3.36871
H 5.23907 1.43911 2.63919
H 5.63678 2.24865 3.85507
*
```

Computed properties:
LUMO energy in eV: 2.3
Largest force on an atom in eV/A: 3.5
Energy above the lowest of the compared OMol25 structures with the same formula, charge and spin in kJ/mol: 204.2
Kohn-Sham gap in eV: 6.46